C40H113N7O13 | ωB97M-V with the def2-TZVPD basis set

Geometry as XYZ:
```
173
Properties=species:S:1:pos:R:3:forces:R:3:mulliken_charge:R:1
C 1.827431 -4.602377 -1.647559 0.381 -0.595 -0.162 -1.47
C 1.658752 -3.301739 -2.428474 0.444 -1.394 0.722 1.40
O 0.267204 -3.211467 -2.705024 -0.127 1.055 -0.278 -0.34
H 1.384705 -4.514536 -0.654348 0.335 0.227 0.145 0.19
H 2.871453 -4.929419 -1.613048 -0.023 0.221 0.387 0.35
H 1.275723 -5.442845 -2.076011 -0.020 0.194 -0.469 0.44
H 2.273041 -3.272693 -3.334398 -0.156 -0.083 -0.055 -0.08
H 2.036478 -2.508254 -1.776359 -0.646 0.349 -0.228 -0.85
H 0.138223 -3.553230 -3.593673 -0.176 -0.053 0.036 0.19
C -3.517811 4.284526 1.911790 0.157 -0.095 0.667 -1.18
C -2.058356 3.860926 1.816146 -0.364 -1.088 0.734 1.10
O -1.357447 4.147142 3.013457 0.528 0.600 0.073 -0.64
H -3.983670 3.758059 2.749987 0.142 -0.025 0.086 0.21
H -4.122846 3.996348 1.052362 0.190 0.431 -0.282 0.31
H -3.545687 5.340712 2.183010 -0.308 0.095 -0.448 0.37
H -1.520756 4.330697 0.992163 -0.106 -0.116 -0.087 0.29
H -2.044374 2.764959 1.752615 0.114 0.191 -0.817 -0.73
H -1.415141 3.401542 3.631350 -0.406 0.272 0.062 0.36
C -1.542767 2.364043 -1.861727 -0.303 -0.164 -0.961 0.35
C -1.302769 2.429282 -3.392891 0.555 0.939 1.898 -0.04
O -1.939838 1.340536 -3.998883 0.346 0.505 -0.624 -0.60
H -0.885201 3.063582 -1.347415 -0.126 -0.046 0.257 -0.31
H -1.382266 1.330677 -1.546151 0.388 0.061 0.178 -0.34
H -2.603396 2.537628 -1.669433 0.041 0.330 0.168 0.37
H -0.215151 2.528890 -3.517239 0.202 -1.033 -0.335 -0.34
H -1.549067 3.436631 -3.743267 -1.101 -0.330 -0.443 0.47
H -1.275937 0.623907 -3.894733 -0.069 -0.239 -0.169 0.16
C -3.504545 -1.711685 -2.805107 -0.002 -0.230 1.524 -0.39
C -4.805491 -2.492637 -2.562130 0.029 1.735 -1.320 -0.50
O -5.136386 -3.220789 -3.740023 0.001 -0.854 0.194 -0.58
H -3.637544 -0.900742 -3.519946 0.108 -0.225 -0.259 0.54
H -2.661715 -2.368296 -3.023222 -0.114 -0.019 -0.429 0.15
H -3.210858 -1.228196 -1.865419 -0.047 0.148 -0.032 -0.24
H -5.599731 -1.735361 -2.498544 0.021 -0.049 0.778 0.34
H -4.810533 -3.103624 -1.663077 0.089 -0.373 -0.309 0.33
H -5.192770 -2.561030 -4.436234 0.002 -0.098 -0.110 0.33
C 5.428179 3.043970 3.446940 0.588 -1.256 -0.175 -1.20
C 5.634989 2.054348 2.308202 -0.939 -0.401 -0.601 0.27
O 5.568635 0.650079 2.660475 0.682 1.076 0.073 -0.53
H 4.501988 2.744237 3.937523 -0.280 0.658 -0.099 0.22
H 5.455556 4.007082 2.940587 -0.511 0.259 0.477 0.31
H 6.187900 3.018782 4.228989 0.254 -0.061 -0.222 0.37
H 6.492634 2.282264 1.670741 0.406 -0.101 0.418 0.46
H 4.782308 2.203157 1.633808 -0.087 0.261 -0.054 -0.29
H 5.981847 0.214965 1.906482 -0.097 -0.334 0.189 0.31
C 4.259771 -2.197549 2.197825 0.784 0.254 -1.037 -0.70
C 3.835097 -3.292485 1.227425 -0.200 -1.070 0.532 0.39
O 4.984151 -3.855662 0.581599 0.410 0.801 -0.489 -0.59
H 5.101365 -2.548550 2.793804 -0.220 -0.006 0.310 0.42
H 3.515200 -1.663579 2.786634 -0.277 -0.619 0.113 0.12
H 4.665262 -1.408776 1.553988 0.089 -0.123 0.046 -0.15
H 3.122017 -2.910089 0.492310 0.108 0.040 -0.108 -0.48
H 3.406845 -4.190761 1.683930 -0.723 0.582 0.540 0.72
H 4.986821 -4.800071 0.727580 -0.032 -0.073 0.025 0.33
C -7.159805 0.532528 0.311388 0.078 0.190 0.267 -1.39
C -6.833267 -0.666473 1.249573 -0.242 -0.554 -0.729 1.00
C -6.366374 -0.290509 2.649780 0.158 1.100 -0.899 -0.91
O -5.299117 0.650477 2.502423 -0.326 0.276 0.466 0.01
C -4.792349 1.015842 3.768940 0.985 -0.241 -0.087 -0.59
N -8.025985 -1.532527 1.310704 0.701 0.235 0.933 -0.77
H -6.418084 1.307466 0.109689 0.493 -0.430 0.256 0.25
H -8.007729 1.100215 0.707335 -0.114 -0.230 0.219 0.33
H -7.485362 0.156978 -0.660636 0.065 -0.155 0.019 0.40
H -6.122094 -1.381402 0.824202 0.601 0.720 -0.263 -0.14
H -5.981341 -1.124965 3.238708 -0.418 -0.273 -0.040 0.41
H -7.194948 0.231750 3.144462 -0.094 -0.267 0.359 0.38
H -3.861645 1.570091 3.628764 0.057 -0.130 -0.227 -0.24
H -4.554362 0.092915 4.309074 0.038 0.106 0.322 0.43
H -5.392239 1.669778 4.410144 -0.667 -0.183 -0.322 0.35
H -8.366135 -1.587168 0.362069 -0.653 -0.076 0.221 0.28
H -8.675251 -1.111511 1.965576 -0.545 -0.105 -0.515 0.27
C -0.629005 1.861115 7.447208 1.016 -0.165 0.640 -1.58
C -0.771262 1.930733 5.948024 -0.261 0.340 0.265 0.39
C -0.917777 0.581567 5.262781 0.044 -0.335 0.081 0.16
O 0.250859 -0.199157 5.457196 0.256 0.613 -0.150 -0.40
C 0.288119 -1.403426 4.734192 0.189 -0.522 0.068 -0.58
N -1.866944 2.818326 5.544545 -0.613 0.479 0.060 -0.58
H 0.193097 1.181410 7.689352 -0.289 -0.276 0.134 0.37
H -1.539343 1.582772 7.980244 -0.056 -0.282 -0.222 0.34
H -0.297698 2.804161 7.890729 -0.186 0.225 -0.303 0.43
H 0.120931 2.398053 5.521869 0.146 -0.141 0.075 0.20
H -1.108216 0.801153 4.208074 0.033 -0.255 -0.125 -0.40
H -1.753709 -0.005020 5.660214 -0.350 0.202 0.002 0.50
H 1.158305 -1.975684 5.056816 0.007 0.149 0.295 0.35
H 0.431838 -1.294678 3.655804 -0.351 0.400 -0.076 0.14
H -0.592063 -2.022398 4.930053 -0.163 0.047 -0.091 0.39
H -1.743830 3.715082 6.010850 0.514 0.156 -0.403 0.24
H -2.772765 2.585903 5.950188 0.118 -0.823 -0.174 0.22
C -0.164004 -1.375489 -5.939750 0.632 0.279 -1.799 -1.96
C 0.899773 -0.642673 -5.147072 -1.021 -1.300 1.420 1.91
C 1.414836 0.583424 -5.878560 1.320 0.583 0.934 -1.50
O 2.312752 1.318130 -5.021482 0.082 -0.472 1.368 0.21
C 2.888950 2.475472 -5.587704 -1.784 -0.805 -1.897 -1.11
N 0.324344 -0.310386 -3.816626 0.783 1.478 0.118 1.32
H 0.266942 -1.610363 -6.923574 0.110 -0.295 0.074 0.48
H -1.003261 -0.744479 -6.236903 -0.282 -0.039 0.698 0.35
H -0.455328 -2.328999 -5.507611 -0.259 0.205 0.252 0.25
H 1.647504 -1.391048 -4.865545 0.719 0.409 -0.924 -0.36
H 0.605974 1.265271 -6.150862 -0.224 -0.195 -0.301 0.46
H 2.043561 0.284781 -6.720268 -0.501 -0.146 -0.492 0.54
H 3.559848 3.019780 -4.932517 0.005 -0.317 0.192 0.21
H 2.044080 3.087038 -5.938177 0.244 0.635 0.368 0.37
H 3.327440 2.161562 -6.545533 0.782 0.294 0.216 0.35
H 1.029762 0.336015 -3.452567 -0.371 0.228 0.259 -0.39
H 0.404389 -1.092611 -3.174515 -0.310 -0.409 -0.344 -0.89
C 2.099984 0.621784 1.831951 0.538 -0.411 -0.327 -1.63
C 1.052979 -0.260914 1.158338 -0.656 1.513 -1.258 0.43
C -0.338010 0.384672 1.216519 -0.218 0.561 0.879 0.76
O -1.320292 -0.392763 0.557998 -0.041 -1.127 -0.206 0.52
C -2.610729 -0.115292 1.030091 -0.188 2.031 1.702 -1.45
N 1.317836 -0.405839 -0.281745 -0.019 -1.420 -0.532 2.49
H 2.152429 1.593324 1.335237 -0.467 0.203 0.259 -0.34
H 3.114066 0.236782 1.690297 -0.177 -0.311 -0.022 0.10
H 1.981175 0.707435 2.912365 -0.285 0.228 -0.028 0.61
H 1.017177 -1.286431 1.528553 0.071 0.080 0.312 0.04
H -0.336750 1.362219 0.719437 0.437 0.099 -0.020 -0.08
H -0.630631 0.600594 2.252500 -0.110 -0.299 0.071 -0.61
H -3.491458 -0.470568 0.504134 0.582 -0.505 -0.566 0.30
H -2.719214 0.976523 1.128447 -0.242 0.056 -0.730 -0.06
H -2.734273 -0.326421 2.103194 0.158 -0.906 -0.054 0.39
H 1.320757 0.414424 -0.882895 -0.055 0.651 0.797 -0.81
H 0.482324 -0.901290 -0.591588 0.280 -0.236 -0.435 -0.45
C 5.158202 1.572437 -1.504370 -1.473 1.191 -0.917 -0.78
C 4.323754 0.485202 -2.167510 1.199 -0.606 -0.077 3.32
C 4.932085 -0.046271 -3.477602 -0.469 0.143 0.419 -1.36
O 4.022709 -1.007947 -3.964503 -0.400 -0.859 0.385 0.07
C 4.395007 -1.622363 -5.155322 0.588 -0.113 -0.843 -1.05
N 4.181368 -0.641168 -1.252785 -0.211 0.025 -0.538 -0.45
H 6.195544 1.454754 -1.204826 -0.027 -0.646 -0.246 0.39
H 4.572528 1.914569 -0.645353 0.274 0.010 0.217 -0.32
H 5.058357 2.377554 -2.245025 0.604 0.449 0.311 0.31
H 3.341235 0.905655 -2.414521 0.036 0.091 -0.213 -1.89
H 5.890315 -0.499180 -3.198684 0.141 -0.071 -0.346 0.55
H 5.032252 0.693874 -4.278242 0.323 0.383 0.329 0.28
H 3.712205 -2.418391 -5.455881 -0.395 0.201 0.379 0.27
H 5.373615 -2.117144 -5.124730 0.155 0.211 0.309 0.35
H 4.427664 -0.897136 -5.979030 0.001 0.077 -0.022 0.31
H 3.786778 -1.362097 -1.855858 0.054 -0.330 0.466 0.32
H 3.402820 -0.376716 -0.656373 0.018 -0.485 0.305 -0.57
C 1.669136 5.516915 -2.125493 1.129 -0.289 0.830 -1.59
C 2.446249 4.430151 -1.329230 -1.207 1.063 0.113 0.56
C 2.218135 4.500468 0.188453 1.690 -0.013 0.087 0.66
O 2.904801 5.651223 0.697028 -0.087 -0.986 -0.108 -0.45
C 2.866824 5.629966 2.105289 -2.011 1.141 0.315 -0.70
N 1.974087 3.139670 -1.797086 0.585 -1.059 -0.402 1.15
H 2.230269 5.728979 -3.036288 -0.425 -0.184 -0.324 0.35
H 1.653135 6.460653 -1.580546 -0.198 -0.071 0.126 0.46
H 0.666904 5.125383 -2.287294 -0.086 0.276 -0.262 0.22
H 3.525341 4.542113 -1.472160 0.021 0.216 0.030 0.27
H 2.778055 3.646990 0.598149 -0.227 -0.316 0.039 -0.70
H 1.211863 4.430177 0.611788 -0.332 0.190 -0.588 0.12
H 1.821874 5.825682 2.408002 0.002 0.398 -0.020 0.30
H 3.441283 6.491043 2.438190 0.375 -0.435 0.316 0.30
H 2.979557 4.686453 2.650102 1.202 -0.202 -0.577 0.20
H 1.943691 3.103397 -2.815065 -0.367 0.404 -0.020 -0.02
H 2.723685 2.470065 -1.645568 -0.164 -0.120 0.489 -1.16
C -1.886655 -7.190301 0.020393 1.295 0.389 0.276 -1.47
C -3.124936 -6.643521 0.694951 0.432 0.085 -0.814 0.47
C -3.070206 -5.121574 0.837738 -0.371 -0.607 0.194 -0.40
O -1.926561 -4.834294 1.623087 -0.226 0.787 -0.231 -0.50
C -1.371376 -3.557203 1.305070 0.310 -0.844 0.029 -0.26
N -4.342257 -7.064430 -0.022770 -0.087 0.001 0.893 -0.66
H -1.572789 -6.741697 -0.926673 -0.802 -0.043 -0.308 0.33
H -1.898278 -8.277457 -0.063150 -0.073 0.011 -0.054 0.42
H -1.030968 -6.905032 0.639373 -0.045 -0.343 0.235 0.36
H -3.069659 -6.999865 1.729456 -0.315 -0.236 -0.002 0.20
H -4.010362 -4.842718 1.331231 0.116 0.353 0.199 0.23
H -3.057300 -4.586933 -0.116530 0.216 -0.230 -0.189 0.09
H -1.138439 -3.521843 0.237207 -0.110 0.226 -0.099 0.22
H -0.421825 -3.513122 1.838608 -0.064 0.237 0.154 0.16
H -2.019719 -2.725823 1.578975 -0.056 0.014 0.057 0.26
H -4.995551 -7.359659 0.696557 -0.349 0.165 -0.273 0.27
H -4.165287 -7.909125 -0.552502 0.175 0.079 -0.095 0.25
```
Forces are in eV/Å.

Computed properties:
Strongest force on any atom ... 0.0530 Eh/bohr
Molar mass ... 900.38 g mol⁻¹
LUMO energy ... 0.53 eV
ΔE to the lowest compared entry with this formula, charge and spin ... 278.0 kJ/mol